1.
{
  "formula": "C6H12",
  "method": "wB97M-V/def2-TZVPD",
  "elements": ["C", "C", "C", "H", "H", "H", "H", "H", "H", "C", "C", "C", "H", "H", "H", "H", "H", "H"],
  "positions_angstrom": [[-0.7125, -0.3797, 1.9528], [-1.4698, 0.0904, 2.9325], [-1.5174, 1.4895, 3.4634], [-0.6367, -1.4417, 1.6928], [-0.1505, 0.3358, 1.3418], [-2.0499, -0.6907, 3.4415], [-1.1203, 2.2523, 2.7728], [-0.8774, 1.4604, 4.3612], [-2.5358, 1.7855, 3.7666], [0.8093, -1.8200, -3.1881], [1.2335, -0.5760, -3.4236], [1.5366, 0.4081, -2.3190], [0.7500, -2.4911, -4.0526], [0.5790, -2.2385, -2.2016], [1.3378, -0.1542, -4.4320], [2.6232, 0.4937, -2.1497], [1.0602, 0.0709, -1.3830], [1.1409, 1.4052, -2.5757]],
  "homo_energy_ev": -9.6,
  "relative_energy_kcal_mol": 47.5,
  "energy_ha": -235.74258,
  "total_charge": 0,
  "smiles": "C=CC.C=CC"
}

=====

2.
{
  "formula": "C6H12",
  "method": "wB97M-V/def2-TZVPD",
  "elements": ["C", "C", "C", "C", "C", "C", "H", "H", "H", "H", "H", "H", "H", "H", "H", "H", "H", "H"],
  "positions_angstrom": [[0.8167, 1.0032, 1.1590], [0.1555, 0.2027, 0.0356], [0.4949, 0.8150, -1.3305], [0.5649, -1.2856, 0.0479], [-1.6463, -1.2547, -0.5413], [-1.3863, 0.0576, 0.1938], [0.4924, 2.0527, 1.1436], [0.5714, 0.5851, 2.1441], [1.9106, 0.9882, 1.0484], [0.1769, 1.8654, -1.3710], [-0.0116, 0.2714, -2.1371], [1.5784, 0.7824, -1.5130], [1.5392, -1.5143, -0.4065], [0.4981, -1.7416, 1.0430], [-1.9769, -2.0116, 0.2019], [-0.2020, -1.7679, -0.6864], [-1.6511, 0.0688, 1.2640], [-1.9248, 0.8834, -0.2956]],
  "homo_energy_ev": -8.3,
  "relative_energy_kcal_mol": 102.3,
  "energy_ha": -235.65515,
  "total_charge": 0
}

=====

3.
{
  "formula": "C6H12",
  "method": "wB97M-V/def2-TZVPD",
  "elements": ["C", "C", "C", "C", "C", "C", "H", "H", "H", "H", "H", "H", "H", "H", "H", "H", "H", "H"],
  "positions_angstrom": [[1.4917, 0.6673, 0.6711], [1.5365, -0.5987, -0.1838], [0.1349, -1.1545, -0.3787], [-0.7722, -1.2978, 0.8088], [-1.1134, -0.2684, -0.2558], [-1.3273, 1.2979, -0.0039], [1.9599, 1.5351, 0.1991], [0.4575, 0.9354, 0.7481], [1.8526, 0.5454, 1.6931], [2.1627, -1.3721, 0.2785], [1.9667, -0.3882, -1.1704], [0.1187, -1.9796, -1.1015], [-0.3808, -0.8969, 1.7397], [-1.3542, -2.2107, 0.9569], [-1.9191, -0.5700, -0.9316], [-2.2258, 1.3769, 0.6098], [-1.4869, 1.7723, -0.9743], [-0.6451, 2.0176, 0.4906]],
  "homo_energy_ev": -9.8,
  "relative_energy_kcal_mol": 49.2,
  "energy_ha": -235.73987,
  "total_charge": 0,
  "smiles": "CC[C@H]1C[C@H]1C"
}

=====

4.
{
  "formula": "C6H12",
  "method": "wB97M-V/def2-TZVPD",
  "elements": ["C", "C", "C", "C", "C", "C", "H", "H", "H", "H", "H", "H", "H", "H", "H", "H", "H", "H"],
  "positions_angstrom": [[2.0537, -0.0995, 0.7113], [0.8583, 0.4615, -0.0252], [-0.3092, 0.9654, 0.6880], [-1.5287, 1.1735, 0.0573], [-1.5504, -1.0253, -0.7775], [-0.2386, -1.4213, -0.7991], [1.7317, -0.8287, 1.4634], [2.6564, 0.6622, 1.2204], [2.7124, -0.6186, 0.0096], [0.9694, 0.7519, -1.0662], [0.6540, 1.7535, 0.4545], [-0.2919, 0.7808, 1.7625], [-2.3872, 1.4512, 0.6640], [-1.5572, 1.5093, -0.9744], [-2.2178, -1.3286, 0.0217], [-2.0411, -0.7087, -1.6943], [0.1653, -2.0206, 0.0145], [0.3207, -1.4578, -1.7306]],
  "homo_energy_ev": -7.4,
  "relative_energy_kcal_mol": 119.5,
  "energy_ha": -235.62774,
  "total_charge": 0
}

=====

5.
{
  "formula": "C6H12",
  "method": "wB97M-V/def2-TZVPD",
  "elements": ["C", "C", "C", "C", "C", "C", "H", "H", "H", "H", "H", "H", "H", "H", "H", "H", "H", "H"],
  "positions_angstrom": [[1.7017, -0.3800, 0.9578], [0.9173, 0.1867, -0.2281], [-0.0888, 1.2793, 0.1926], [-1.4496, 0.5805, 0.3395], [-1.4290, -0.5444, -0.7134], [0.0612, -0.8969, -0.9329], [1.0155, -0.8265, 1.6850], [2.2795, 0.3984, 1.4705], [2.4038, -1.1647, 0.6494], [1.6373, 0.6015, -0.9407], [-0.1451, 2.0325, -0.6014], [0.2240, 1.7988, 1.1065], [-1.5652, 0.1585, 1.3465], [-2.2791, 1.2804, 0.1836], [-1.9766, -1.4302, -0.3767], [-1.9054, -0.2093, -1.6430], [0.2861, -1.8750, -0.5010], [0.3125, -0.9896, -1.9942]],
  "homo_energy_ev": -11.0,
  "relative_energy_kcal_mol": 3.8,
  "energy_ha": -235.81213,
  "total_charge": 0,
  "smiles": "CC1CCCC1"
}

=====

6.
{
  "formula": "C6H12",
  "method": "wB97M-V/def2-TZVPD",
  "elements": ["C", "C", "C", "C", "C", "C", "H", "H", "H", "H", "H", "H", "H", "H", "H", "H", "H", "H"],
  "positions_angstrom": [[0.1811, -1.8859, 0.0777], [0.1667, -0.5197, 0.7072], [-1.1885, 0.1520, 0.8619], [-0.1732, 1.6282, 0.6719], [0.7961, 0.6710, -0.0218], [0.5564, 0.6574, -1.5416], [-0.3436, -1.8719, -0.8833], [1.2089, -2.2216, -0.0874], [-0.3250, -2.6040, 0.7305], [0.6480, -0.5494, 1.6966], [-1.8644, 0.1476, 0.0244], [-1.7508, -0.1717, 1.7745], [-0.6644, 1.4319, 1.6254], [-0.6068, 2.3903, 0.0274], [1.8744, 0.7782, 0.1563], [1.0914, -0.1692, -2.0263], [-0.5085, 0.5490, -1.7847], [0.9021, 1.5879, -2.0085]],
  "homo_energy_ev": -8.5,
  "relative_energy_kcal_mol": 77.7,
  "energy_ha": -235.69436,
  "total_charge": 0,
  "smiles": "C[C@@H]1CC[C@@H]1C"
}

=====

7.
{
  "formula": "C6H12As2F13O6Tl",
  "method": "wB97M-V/def2-TZVPD",
  "elements": ["Tl", "As", "F", "F", "F", "F", "F", "F", "As", "F", "F", "F", "F", "F", "F", "F", "C", "O", "C", "O", "O", "C", "H", "H", "H", "H", "H", "H", "C", "O", "C", "O", "O", "C", "H", "H", "H", "H", "H", "H"],
  "positions_angstrom": [[-4.3621, -19.2867, 5.0458], [-10.7208, -23.2905, 7.6214], [-9.3261, -22.2829, 7.1546], [-10.5840, -24.0044, 5.9977], [-12.1034, -24.3604, 8.0735], [-10.8649, -22.4979, 9.2134], [-11.9147, -22.0691, 7.0539], [-9.5625, -24.5203, 8.2657], [-3.6581, -16.1327, 10.5328], [-2.4094, -14.8388, 10.5746], [-4.8922, -14.9909, 11.1769], [-4.8321, -17.5824, 10.3191], [-2.4866, -17.3105, 9.8067], [-3.2192, -16.7689, 12.1085], [-4.1615, -15.6274, 8.9441], [-2.2966, -18.9948, 0.6724], [-5.3108, -27.0764, 3.9874], [-5.1563, -26.7853, 2.6603], [-4.8627, -25.5250, 2.3177], [-5.1177, -24.4983, 3.0160], [-4.3093, -25.5690, 1.1421], [-4.3587, -24.4863, 0.2213], [-4.3826, -26.7044, 4.4212], [-5.4816, -28.1360, 4.1780], [-6.0629, -26.5042, 4.5306], [-5.0213, -23.6767, 0.5273], [-4.8006, -24.7554, -0.7381], [-3.3605, -24.0757, 0.0690], [-12.8984, -15.6291, 4.6164], [-11.5743, -16.0601, 5.0154], [-10.6839, -15.3866, 5.6708], [-9.5384, -15.7161, 5.7864], [-11.2469, -14.2757, 6.1580], [-10.5109, -13.5030, 7.1214], [-13.1241, -16.0481, 3.6357], [-12.9338, -14.5556, 4.4309], [-13.6935, -15.9540, 5.2875], [-11.2584, -12.8073, 7.5027], [-9.6074, -13.0525, 6.7105], [-10.1649, -14.1253, 7.9467]],
  "homo_energy_ev": -11.7,
  "relative_energy_kcal_mol": 128.3,
  "energy_ha": -6629.21127,
  "total_charge": 0
}

=====

8.
{
  "formula": "C6H12Br2GaO2Sn",
  "method": "wB97M-V/def2-TZVPD",
  "elements": ["C", "C", "Br", "C", "Ga", "Br", "C", "C", "C", "O", "O", "H", "H", "H", "H", "H", "H", "H", "H", "H", "H", "H", "H", "Sn"],
  "positions_angstrom": [[-1.1853, 2.1854, -2.3503], [-1.4671, 1.0592, -1.3634], [-3.2860, 0.3904, -1.6341], [-0.5069, -0.1288, -1.4754], [-0.8258, -1.3353, 0.1045], [-0.9121, -3.6528, -0.5158], [0.9517, -1.5412, 1.1565], [1.8462, -0.3361, 1.3891], [1.1761, 0.7685, 2.1984], [1.5033, 1.9301, 2.0874], [0.2349, 0.2975, 3.0392], [-0.1223, 2.4465, -2.3392], [-1.7482, 3.0835, -2.0756], [-1.4972, 1.9155, -3.3646], [-1.4824, 1.4604, -0.3434], [0.5255, 0.2517, -1.4920], [-0.7066, -0.6801, -2.4008], [-1.9594, -0.8829, 1.0723], [1.3092, -2.3646, 0.4864], [0.7020, -2.0113, 2.1169], [2.1254, 0.1419, 0.4423], [2.7758, -0.5702, 1.9282], [-0.0367, 1.0358, 3.6145], [2.5859, -3.4632, -0.2810]],
  "homo_energy_ev": -12.1,
  "energy_ha": -7673.04446,
  "total_charge": 1
}

=====

Repeat the second record exactly.
{
  "formula": "C6H12",
  "method": "wB97M-V/def2-TZVPD",
  "elements": ["C", "C", "C", "C", "C", "C", "H", "H", "H", "H", "H", "H", "H", "H", "H", "H", "H", "H"],
  "positions_angstrom": [[0.8167, 1.0032, 1.1590], [0.1555, 0.2027, 0.0356], [0.4949, 0.8150, -1.3305], [0.5649, -1.2856, 0.0479], [-1.6463, -1.2547, -0.5413], [-1.3863, 0.0576, 0.1938], [0.4924, 2.0527, 1.1436], [0.5714, 0.5851, 2.1441], [1.9106, 0.9882, 1.0484], [0.1769, 1.8654, -1.3710], [-0.0116, 0.2714, -2.1371], [1.5784, 0.7824, -1.5130], [1.5392, -1.5143, -0.4065], [0.4981, -1.7416, 1.0430], [-1.9769, -2.0116, 0.2019], [-0.2020, -1.7679, -0.6864], [-1.6511, 0.0688, 1.2640], [-1.9248, 0.8834, -0.2956]],
  "homo_energy_ev": -8.3,
  "relative_energy_kcal_mol": 102.3,
  "energy_ha": -235.65515,
  "total_charge": 0
}